Below is 3 unconnected molecules or ions with the total composition C10H19NO2 at a distorted geometry, with properties calculated with the ωB97M-V functional and the def2-TZVPD basis.

The geometry in XYZ format:
```
32
Properties=species:S:1:pos:R:3
C 15.2099 -4.0205 14.0500
C 14.5237 -3.6586 15.3663
C 13.0094 -3.9076 15.0729
O 12.9472 -4.4477 13.7382
C 14.1964 -4.9405 13.3550
H 16.1948 -4.4735 14.1810
H 15.3999 -3.1782 13.3832
H 14.6873 -2.6043 15.5884
H 14.9084 -4.2545 16.1902
H 12.4562 -2.9731 15.0215
H 12.5512 -4.6372 15.7401
H 14.3657 -4.7848 12.2860
H 14.3361 -6.0019 13.5875
C 9.2766 -9.7716 7.8516
C 9.4173 -9.0006 6.5455
C 8.9288 -7.6031 6.9016
O 9.2318 -7.4252 8.2807
C 9.0316 -8.7005 8.8985
H 10.1404 -10.4031 8.0578
H 8.4233 -10.4445 7.7562
H 8.8192 -9.4893 5.7765
H 10.4402 -8.9278 6.1709
H 7.8464 -7.5482 6.7108
H 9.3649 -6.7961 6.3177
H 7.9882 -8.7033 9.2476
H 9.5710 -8.8429 9.8371
C 11.4375 -5.5984 10.1444
C 12.5827 -5.3558 9.2759
N 13.5111 -5.1412 8.6454
H 11.8559 -5.5201 11.1542
H 11.1955 -6.6592 10.0493
H 10.5495 -4.9949 10.0185
```

Energy relative to the best compared isomer or geometry (same formula, charge and spin): 102.2 kJ/mol
Highest occupied orbital energy: -9.76 eV
2S+1: 1
Charge: 0
Molar mass: 185.27 g/mol
Total energy: -16261.634 eV
SMILES: C1CCOC1.C1CCOC1.CC#N
HOMO-LUMO gap: 0.3892 Ha